{"formula": "C13H29FN2O5S", "method": "the ωB97M-V functional and the def2-TZVPD basis", "species": ["C", "C", "F", "C", "C", "C", "O", "C", "N", "C", "C", "O", "S", "O", "O", "C", "H", "H", "H", "H", "H", "H", "H", "H", "H", "H", "H", "H", "H", "H", "H", "H", "H", "H", "C", "O", "C", "C", "C", "N", "H", "H", "H", "H", "H", "H", "H", "H", "H", "H", "H"], "coordinates": [[0.475, -0.963, -0.124], [1.532, -0.431, -1.061], [2.661, -1.265, -0.921], [1.969, 1.056, -0.861], [2.351, 1.648, -2.237], [1.260, 2.158, -3.195], [0.954, 3.496, -2.810], [-0.043, 1.317, -3.301], [-1.194, 2.191, -3.498], [0.899, 1.881, -0.111], [1.378, 3.282, 0.226], [2.394, 3.177, 1.258], [3.757, 2.574, 0.728], [4.536, 2.321, 1.890], [4.257, 3.405, -0.328], [3.226, 1.019, 0.047], [0.264, -2.004, -0.367], [-0.452, -0.397, -0.218], [0.794, -0.922, 0.917], [1.228, -0.574, -2.098], [2.931, 0.880, -2.759], [3.033, 2.487, -2.100], [1.720, 2.162, -4.187], [0.537, 3.945, -3.554], [-0.144, 0.639, -2.448], [0.026, 0.687, -4.192], [-2.033, 1.638, -3.617], [-1.330, 2.786, -2.690], [0.700, 1.392, 0.845], [-0.053, 1.927, -0.640], [1.804, 3.809, -0.625], [0.593, 3.899, 0.656], [4.100, 0.649, -0.489], [3.063, 0.384, 0.916], [-0.792, -3.402, 2.923], [-1.340, -2.350, 2.152], [-2.423, -2.703, 1.313], [-3.795, -2.688, 1.996], [-4.030, -3.860, 2.942], [-4.068, -1.440, 2.706], [-0.811, -4.347, 2.370], [-1.320, -3.542, 3.869], [0.243, -3.141, 3.138], [-2.430, -1.954, 0.517], [-2.235, -3.682, 0.852], [-4.528, -2.761, 1.185], [-3.487, -3.723, 3.878], [-5.088, -3.931, 3.188], [-3.711, -4.804, 2.496], [-4.058, -0.658, 2.060], [-3.315, -1.266, 3.364]], "orbital_gap_ha": 0.3578, "smiles": "C[C@H](F)[C@@]1(C[C@H](O)CN)CCOS(=O)(=O)C1.COC[C@@H](C)N", "max_force_ev_per_a": 0.300}

=====

{"formula": "C13H29N2NiS4Si", "method": "the ωB97M-V functional and the def2-TZVPD basis", "species": ["Ni", "C", "C", "S", "C", "C", "S", "C", "C", "S", "H", "H", "H", "H", "H", "H", "H", "H", "H", "H", "H", "H", "S", "C", "N", "C", "C", "N", "H", "H", "H", "H", "H", "H", "C", "Si", "C", "C", "C", "H", "H", "H", "H", "H", "H", "H", "H", "H", "H", "H"], "coordinates": [[-0.392, 0.004, 0.516], [-0.930, 3.145, 1.280], [0.232, 3.270, 0.312], [0.440, 1.776, -0.740], [2.208, 1.384, -0.496], [2.691, 1.062, 0.913], [1.754, -0.264, 1.774], [1.400, 0.546, 3.375], [0.572, 1.816, 3.301], [-0.953, 1.620, 2.289], [-1.872, 3.100, 0.734], [-0.955, 3.997, 1.961], [1.174, 3.450, 0.826], [0.046, 4.100, -0.371], [2.774, 2.231, -0.889], [2.358, 0.522, -1.148], [2.679, 1.936, 1.561], [3.721, 0.708, 0.839], [2.356, 0.758, 3.852], [0.881, -0.225, 3.948], [1.142, 2.643, 2.883], [0.248, 2.098, 4.304], [0.570, -1.554, -1.225], [-0.580, -2.742, -1.477], [-1.052, -3.598, -0.564], [-2.001, -4.539, -1.132], [-2.152, -4.037, -2.582], [-1.167, -2.976, -2.652], [-0.671, -3.705, 0.360], [-2.945, -4.507, -0.584], [-1.611, -5.561, -1.091], [-3.154, -3.639, -2.773], [-1.928, -4.809, -3.323], [-1.016, -2.412, -3.470], [-5.271, -1.119, 0.025], [-4.031, 0.313, 0.370], [-4.302, 1.772, -0.832], [-4.232, 0.931, 2.166], [-2.358, -0.482, 0.002], [-6.294, -0.762, 0.073], [-5.168, -1.919, 0.752], [-5.121, -1.546, -0.962], [-5.000, 2.494, -0.419], [-4.711, 1.440, -1.780], [-3.370, 2.292, -1.041], [-5.276, 0.925, 2.462], [-3.873, 1.950, 2.281], [-3.691, 0.310, 2.874], [-2.271, -0.695, -1.070], [-2.204, -1.409, 0.597]], "orbital_gap_ha": [0.2892, 0.2992], "s2": 2.0103, "multiplicity": 3, "total_charge": 1, "max_force_ev_per_a": 1.229}

=====

{"formula": "C13H29N2O6RuSe2", "method": "the ωB97M-V functional and the def2-TZVPD basis", "species": ["Ru", "C", "Se", "C", "C", "Se", "C", "H", "H", "H", "H", "H", "H", "H", "H", "H", "H", "C", "O", "C", "O", "N", "N", "H", "H", "H", "H", "H", "H", "C", "O", "C", "O", "H", "H", "H", "O", "O", "C", "C", "C", "C", "C", "H", "H", "H", "H", "H", "H", "H", "H", "H", "H"], "coordinates": [[-0.239, -0.420, 0.513], [3.323, 0.268, 2.092], [1.746, -0.760, 2.512], [1.003, 0.444, 3.846], [0.752, 1.870, 3.373], [-0.250, 2.074, 1.704], [0.946, 3.363, 0.906], [3.927, 0.375, 2.990], [3.037, 1.228, 1.676], [3.872, -0.289, 1.338], [1.708, 0.454, 4.677], [0.090, -0.040, 4.180], [1.692, 2.392, 3.204], [0.204, 2.410, 4.143], [0.933, 4.270, 1.505], [0.563, 3.559, -0.093], [1.948, 2.953, 0.828], [-1.763, 3.228, -3.450], [-2.699, 2.577, -2.580], [-2.135, 1.920, -1.549], [-0.943, 1.836, -1.360], [-3.109, 1.318, -0.815], [-2.755, 0.422, 0.182], [-2.367, 3.722, -4.204], [-1.098, 2.500, -3.908], [-1.172, 3.955, -2.898], [-4.063, 1.389, -1.134], [-3.116, -0.505, -0.009], [-3.002, 0.759, 1.106], [2.958, 1.361, -1.606], [2.008, 1.009, -0.604], [1.252, -0.136, -0.889], [1.555, -0.761, -1.875], [3.334, 2.344, -1.325], [2.498, 1.399, -2.592], [3.780, 0.645, -1.639], [-1.229, -1.304, 2.198], [-1.802, -0.282, 2.776], [0.556, -3.496, -0.152], [-0.783, -3.167, -0.826], [-0.778, -3.743, -2.246], [-1.911, -3.823, -0.019], [-1.004, -1.668, -0.894], [0.717, -4.578, -0.130], [0.573, -3.150, 0.887], [1.383, -3.026, -0.686], [-0.651, -4.830, -2.227], [0.036, -3.311, -2.833], [-1.721, -3.521, -2.753], [-1.748, -4.903, 0.052], [-2.876, -3.662, -0.509], [-1.968, -3.419, 0.994], [-1.211, -1.250, -1.877]], "orbital_gap_ha": [0.2521, 0.2773], "s2": 8.7730, "multiplicity": 6, "max_force_ev_per_a": 0.787}

=====

{"formula": "C13H29N6O2SSn", "method": "the ωB97M-V functional and the def2-TZVPD basis", "species": ["Sn", "N", "C", "C", "N", "C", "C", "N", "H", "H", "H", "H", "H", "H", "H", "H", "H", "H", "H", "H", "H", "C", "O", "C", "C", "O", "C", "H", "H", "H", "H", "H", "H", "H", "H", "H", "H", "S", "C", "N", "C", "N", "C", "C", "N", "C", "H", "H", "H", "H", "H", "H"], "coordinates": [[-0.004, 0.020, -0.024], [1.597, 0.158, 1.920], [0.840, 0.589, 3.098], [0.310, 1.963, 2.744], [-0.528, 1.872, 1.523], [-1.978, 1.930, 1.780], [-2.556, 0.532, 1.721], [-2.243, 0.036, 0.370], [2.024, -0.752, 2.064], [2.378, 0.799, 1.774], [1.434, 0.634, 4.012], [0.025, -0.118, 3.265], [1.129, 2.658, 2.557], [-0.267, 2.358, 3.579], [-0.255, 2.575, 0.846], [-2.448, 2.571, 1.031], [-2.190, 2.368, 2.754], [-3.629, 0.571, 1.911], [-2.110, -0.140, 2.453], [-2.714, 0.621, -0.318], [-2.597, -0.907, 0.243], [0.495, -2.837, 1.907], [-0.406, -2.064, 1.054], [-1.192, -2.947, 0.217], [-0.477, -3.203, -1.066], [-0.153, -1.907, -1.596], [-0.158, -1.943, -3.060], [-0.112, -3.484, 2.536], [1.037, -2.153, 2.544], [1.185, -3.425, 1.305], [-2.122, -2.435, -0.004], [-1.432, -3.865, 0.753], [-1.136, -3.758, -1.737], [0.446, -3.774, -0.946], [-1.133, -2.289, -3.405], [0.620, -2.625, -3.398], [0.049, -0.950, -3.426], [2.265, 0.165, -0.795], [2.082, 0.401, -2.458], [1.968, 0.566, -3.591], [-2.443, 2.306, -4.679], [-1.650, 2.165, -3.440], [-0.920, 3.159, -2.841], [-0.345, 2.614, -1.742], [-0.733, 1.280, -1.660], [-1.520, 1.057, -2.719], [-2.652, 3.360, -4.832], [-3.376, 1.762, -4.574], [-1.874, 1.920, -5.521], [-0.855, 4.153, -3.254], [0.333, 3.082, -1.048], [-1.983, 0.119, -2.979]], "orbital_gap_ha": 0.2855, "total_charge": 3, "max_force_ev_per_a": 0.912}

=====

{"formula": "C13H30BI2O3P2Tb", "method": "the ωB97M-V functional and the def2-TZVPD basis", "species": ["I", "I", "Tb", "P", "C", "C", "H", "H", "H", "H", "H", "H", "C", "H", "H", "H", "P", "C", "C", "H", "H", "H", "C", "H", "H", "H", "H", "H", "H", "C", "O", "C", "C", "C", "O", "B", "O", "C", "C", "C", "H", "H", "H", "H", "H", "H", "H", "H", "H", "H", "H", "H"], "coordinates": [[-1.850, -0.219, -3.447], [0.898, 0.035, -3.519], [-0.493, -0.132, -0.200], [-0.061, -2.905, -0.467], [-0.220, -3.745, 1.156], [-1.343, -3.779, -1.446], [-1.098, -4.849, -1.529], [1.250, -4.716, -1.432], [-1.402, -3.322, -2.443], [1.806, -3.103, -1.988], [-1.049, -3.285, 1.711], [-2.317, -3.661, -0.954], [1.460, -3.683, -1.124], [-0.411, -4.819, 1.029], [2.241, -3.679, -0.354], [0.704, -3.598, 1.728], [-0.181, 2.670, -0.264], [-0.569, 3.901, 1.033], [1.500, 3.257, -0.710], [-0.803, 2.955, -2.607], [-1.069, 4.459, -1.631], [-2.208, 3.071, -1.524], [-1.156, 3.362, -1.651], [1.915, 2.608, -1.489], [1.440, 4.293, -1.077], [-0.905, 4.832, 0.560], [0.315, 4.100, 1.656], [2.138, 3.212, 0.184], [-1.365, 3.515, 1.680], [-0.135, 0.572, 2.009], [-1.154, -0.144, 1.884], [1.112, 1.462, 6.168], [1.337, 2.141, 4.828], [1.312, 3.657, 5.012], [0.209, 1.779, 4.003], [0.771, 1.417, 2.777], [2.130, 1.703, 2.608], [2.599, 1.633, 3.979], [3.856, 2.472, 4.097], [2.943, 0.167, 4.270], [0.178, 1.835, 6.602], [1.925, 1.683, 6.870], [1.023, 0.380, 6.049], [0.320, 3.962, 5.372], [2.046, 3.979, 5.757], [1.512, 4.189, 4.074], [4.227, 2.406, 5.126], [4.631, 2.074, 3.430], [3.673, 3.519, 3.847], [2.068, -0.498, 4.197], [3.689, -0.179, 3.541], [3.381, 0.071, 5.271]], "orbital_gap_ha": [0.2199, 0.1971], "s2": 12.9248, "multiplicity": 7, "total_charge": 2, "max_force_ev_per_a": 6.307}

=====

{"formula": "C13H30BN3O7S3", "method": "the ωB97M-V functional and the def2-TZVPD basis", "species": ["C", "C", "N", "N", "C", "C", "B", "O", "O", "C", "N", "C", "C", "O", "O", "H", "H", "H", "H", "H", "H", "H", "H", "H", "H", "H", "H", "C", "S", "O", "C", "H", "H", "H", "H", "H", "H", "C", "S", "O", "C", "H", "H", "H", "H", "H", "H", "C", "S", "O", "C", "H", "H", "H", "H", "H", "H"], "coordinates": [[-4.627, 3.638, -3.871], [-3.910, 3.513, -2.476], [-4.045, 2.133, -1.868], [-2.831, 1.906, -1.204], [-1.859, 1.068, -1.793], [-0.775, 1.194, -0.761], [0.585, 0.416, -1.034], [1.655, 0.578, -0.110], [0.646, -0.375, -2.198], [1.408, 0.390, -3.181], [-1.197, 2.041, 0.257], [-2.481, 2.495, -0.002], [-3.406, 3.457, 0.806], [-4.601, 3.196, 0.987], [-2.887, 4.550, 1.249], [-5.621, 3.130, -3.916], [-3.902, 3.255, -4.647], [-4.741, 4.736, -4.096], [-2.802, 3.638, -2.671], [-4.232, 4.259, -1.708], [-4.174, 1.435, -2.602], [-1.893, 0.507, -2.747], [1.899, 1.521, -0.187], [0.895, 1.367, -3.429], [2.404, 0.675, -2.728], [1.533, -0.214, -4.111], [-0.641, 2.321, 1.061], [4.781, -2.667, -0.440], [4.621, -0.896, -0.723], [4.743, -0.665, -2.193], [6.199, -0.444, 0.025], [3.911, -3.164, -0.867], [5.686, -3.041, -0.923], [4.819, -2.864, 0.632], [7.014, -0.957, -0.486], [6.189, -0.712, 1.083], [6.330, 0.634, -0.074], [-3.671, -0.929, 2.290], [-2.706, -1.470, 0.867], [-3.428, -1.025, -0.352], [-3.038, -3.224, 1.114], [-3.644, 0.160, 2.331], [-4.704, -1.262, 2.186], [-3.233, -1.337, 3.202], [-4.114, -3.404, 1.095], [-2.619, -3.542, 2.069], [-2.563, -3.781, 0.307], [2.150, -1.476, 2.737], [3.708, -2.361, 2.931], [3.563, -3.675, 2.243], [3.539, -2.661, 4.699], [2.028, -1.221, 1.685], [1.322, -2.111, 3.056], [2.175, -0.561, 3.331], [2.624, -3.221, 4.895], [3.519, -1.708, 5.230], [4.398, -3.242, 5.033]], "orbital_gap_ha": 0.2933, "max_force_ev_per_a": 6.629}

=====

{"formula": "C13H30Br6InO2", "method": "the ωB97M-V functional and the def2-TZVPD basis", "species": ["C", "O", "C", "C", "C", "C", "C", "C", "In", "O", "H", "H", "H", "H", "H", "H", "H", "H", "H", "H", "H", "H", "H", "H", "H", "H", "H", "H", "Br", "C", "C", "Br", "H", "H", "H", "H", "Br", "C", "C", "Br", "H", "H", "H", "H", "Br", "C", "C", "Br", "H", "H", "H", "H"], "coordinates": [[-3.242, 4.561, -3.566], [-3.001, 3.272, -4.149], [-2.260, 2.537, -3.154], [-2.110, 1.020, -3.492], [-2.735, 0.109, -2.370], [-1.681, -0.472, -1.348], [-2.046, -0.036, 0.114], [-0.827, -0.046, 1.108], [0.029, 2.068, 1.144], [-0.259, 2.829, -0.811], [-3.430, 5.330, -4.336], [-2.371, 4.856, -2.935], [-4.111, 4.463, -2.874], [-2.764, 2.707, -2.174], [-1.243, 2.989, -3.105], [-2.524, 0.773, -4.488], [-1.016, 0.805, -3.487], [-3.335, -0.713, -2.820], [-3.452, 0.714, -1.772], [-0.637, -0.185, -1.593], [-1.811, -1.581, -1.377], [-2.472, 0.997, 0.096], [-2.862, -0.693, 0.496], [-0.068, -0.814, 0.867], [-1.242, -0.244, 2.125], [1.811, 2.082, 1.409], [-0.862, 3.158, 2.257], [-0.259, 2.064, -1.387], [1.305, -2.951, 2.735], [0.689, -4.376, 1.558], [-0.201, -3.831, 0.466], [-1.977, -3.429, 1.163], [0.197, -5.115, 2.186], [1.591, -4.807, 1.138], [-0.365, -4.573, -0.310], [0.179, -2.918, 0.015], [2.578, 3.470, 4.149], [2.123, 2.473, 5.755], [2.995, 1.253, 5.900], [2.463, -0.154, 4.663], [1.063, 2.240, 5.686], [2.287, 3.159, 6.586], [2.888, 0.823, 6.896], [4.045, 1.454, 5.706], [2.908, -1.241, -0.674], [4.061, -2.745, -1.110], [3.455, -3.612, -2.183], [2.031, -4.747, -1.481], [4.249, -3.280, -0.183], [4.990, -2.297, -1.463], [4.198, -4.305, -2.577], [3.027, -3.041, -3.002]], "orbital_gap_ha": 0.2298, "total_charge": -1, "max_force_ev_per_a": 1.477}

=====

{"formula": "C13H30CdO15", "method": "the ωB97M-V functional and the def2-TZVPD basis", "species": ["Cd", "C", "C", "O", "H", "H", "H", "H", "H", "O", "H", "C", "C", "O", "C", "O", "O", "H", "H", "H", "H", "C", "C", "O", "C", "O", "O", "H", "H", "H", "H", "C", "C", "O", "C", "O", "O", "H", "H", "H", "H", "O", "H", "H", "O", "H", "H", "O", "H", "H", "C", "C", "O", "H", "H", "H", "H", "H", "H"], "coordinates": [[0.417, -4.406, -5.332], [0.406, 0.221, 0.178], [0.452, -1.343, 0.004], [-0.238, -1.767, -1.180], [-0.574, 0.654, 0.377], [0.808, 0.703, -0.713], [0.952, 0.673, 1.006], [0.030, -1.966, 0.793], [1.477, -1.708, -0.054], [3.513, -5.914, -3.945], [3.832, -5.431, -3.158], [-5.941, 1.679, 4.208], [-5.574, 0.878, 5.444], [-6.789, 0.261, 5.774], [-7.816, 0.916, 5.159], [-8.993, 0.731, 5.172], [-7.274, 1.898, 4.412], [-5.618, 1.119, 3.331], [-5.408, 2.628, 4.141], [-5.133, 1.501, 6.223], [-4.837, 0.147, 5.111], [-2.363, 5.019, -4.148], [-3.034, 5.647, -5.310], [-1.985, 6.467, -5.865], [-0.891, 6.330, -5.187], [0.202, 6.833, -5.587], [-1.022, 5.422, -4.176], [-2.480, 3.936, -4.190], [-2.721, 5.310, -3.161], [-3.861, 6.224, -4.894], [-3.430, 4.913, -6.012], [6.069, 2.479, -2.285], [7.110, 1.630, -1.503], [6.992, 2.151, -0.180], [6.410, 3.399, -0.225], [6.496, 4.235, 0.668], [5.817, 3.570, -1.372], [5.127, 1.942, -2.392], [6.571, 2.750, -3.213], [8.083, 1.754, -1.977], [6.808, 0.584, -1.559], [-2.487, -1.890, -7.136], [-3.304, -1.611, -6.724], [-2.676, -1.882, -8.074], [-2.687, -6.545, 0.481], [-3.089, -6.426, 1.341], [-2.320, -5.688, 0.266], [-5.081, -1.277, -2.806], [-4.140, -1.395, -2.678], [-5.484, -1.742, -2.073], [5.228, -4.490, 5.449], [3.894, -5.135, 5.909], [3.765, -4.685, 7.194], [5.595, -5.019, 4.569], [6.076, -4.719, 6.095], [5.164, -3.413, 5.294], [3.862, -6.219, 5.804], [3.129, -4.807, 5.206], [2.967, -5.124, 7.499]], "orbital_gap_ha": 0.0928, "max_force_ev_per_a": 6.548}